[1]
14
Properties=species:S:1:pos:R:3:forces:R:3 method="wB97M-V/def2-TZVPD" homo_ev=-8.90 mol_weight_g_mol=93.1 smiles=C1[C@@H]2[C@H]3[C@@H]2N2[C@H]3[C@H]12 de_lowest_kcal_mol=74.4 gap_ha=0.3696 total_energy_ev=-7822.42294
C -1.02252 -0.53776 -0.76622 0.0066 -0.1055 0.0377
C 0.08935 0.44542 -1.05579 -0.1351 0.0121 -0.0142
C 1.28592 0.24116 -0.14337 0.1588 -0.1044 -0.0055
C 0.25089 1.27817 0.18837 -0.1923 0.3214 0.2471
N -0.28604 0.47043 1.33567 -0.1195 0.0520 0.1112
C -0.72736 -0.77693 0.69464 -0.1752 -0.3172 -0.0711
C 0.70952 -0.57003 1.01211 0.1883 -0.3935 0.1345
H -0.99984 -1.45430 -1.35981 0.0863 0.0582 0.0117
H -1.99253 -0.04024 -0.89814 0.1071 -0.2320 0.0243
H 0.28334 0.79745 -2.06819 -0.1504 0.2585 0.4230
H 2.31841 0.28458 -0.47398 -0.2398 0.1390 0.0993
H 0.16198 2.32569 0.41760 0.5271 0.3503 -0.7644
H -1.34846 -1.41184 1.31750 0.0615 0.0558 -0.1063
H 1.27735 -1.05181 1.79961 -0.1234 -0.0947 -0.1272

=====

[2]
14
Properties=species:S:1:pos:R:3:forces:R:3 method="wB97M-V/def2-TZVPD" homo_ev=-7.37 mol_weight_g_mol=93.1 de_lowest_kcal_mol=187.5 gap_ha=0.2144 total_energy_ev=-7817.51561
C -0.10875 2.08460 0.51973 1.5395 -4.0069 -1.3443
C 0.55394 1.30012 -0.41107 -0.0445 1.6432 3.6817
N -0.11581 -0.61400 -1.77078 -0.6544 1.4574 0.8152
C -0.60461 0.46444 -1.08639 -0.1899 -3.3704 0.3444
C -0.48980 0.42905 0.48820 -1.0137 2.9318 -3.0013
C 0.17486 -0.64197 1.18725 0.7482 0.0551 0.2331
C -0.12682 -1.92117 0.93364 -0.0072 0.9139 0.6268
H 0.36107 2.73361 1.22840 -0.0340 0.2684 0.3394
H 1.50782 0.79602 -0.38659 0.6428 0.9462 -1.0657
H -0.40869 -0.69271 -2.73256 -0.4406 0.4073 -0.1233
H -1.34946 1.19233 -1.36152 -0.2600 -0.2127 -0.7131
H 1.09807 -0.33684 1.69749 -0.3943 -0.4453 0.3225
H 0.50355 -2.67728 1.39268 -0.3644 -0.2187 -0.3384
H -0.99537 -2.11621 0.30154 0.4725 -0.3692 0.2231

=====

[3]
14
Properties=species:S:1:pos:R:3:forces:R:3 method="wB97M-V/def2-TZVPD" homo_ev="-7.29 / -7.29" mol_weight_g_mol=93.1 de_lowest_kcal_mol=174.8 gap_ha="0.2849 / 0.2849" total_energy_ev=-7818.06889
C -1.64000 -0.75032 0.62176 0.0548 -0.0518 -0.0035
C -0.95543 0.54207 0.26688 -0.4278 -0.1397 -0.4765
C -0.04533 0.52050 -0.99791 -0.2482 0.0933 0.0181
C 1.25565 -0.20662 -0.68427 0.1372 -0.1856 0.0351
C 1.10604 1.28422 -0.46562 0.0150 0.2391 -0.0778
N 0.82525 1.03898 1.01435 0.5591 -0.3729 -0.1096
C 1.05609 -0.23942 0.81203 -0.1277 0.1009 0.1833
H -1.21957 -1.71058 0.27424 0.0525 0.1532 0.0630
H -2.61055 -0.62578 0.10818 0.1801 0.0016 0.1320
H -1.87610 -0.81192 1.69243 0.0525 0.0580 -0.2529
H -0.44380 0.61930 -2.01041 0.1131 0.0140 0.3161
H 1.91036 -0.76830 -1.34436 -0.2032 0.1365 0.1937
H 1.65554 2.13872 -0.84976 -0.1792 -0.2644 0.1510
H 0.98184 -1.03082 1.56246 0.0220 0.2177 -0.1719

=====

[4]
14
Properties=species:S:1:pos:R:3:forces:R:3 method="wB97M-V/def2-TZVPD" homo_ev=-7.65 mol_weight_g_mol=93.1 de_lowest_kcal_mol=127.9 gap_ha=0.2850 total_energy_ev=-7820.10072
N 1.36375 -1.08361 2.92076 -0.3510 0.3538 -0.8806
C 0.95518 -0.68279 1.90489 0.2377 -0.2619 0.7245
C 0.46224 -0.17911 0.68873 0.1140 -0.2886 -0.0234
C -0.92471 0.25505 0.52342 -0.0367 -0.0766 0.0781
C -1.19799 0.21894 -0.94100 0.1405 -0.0406 -0.0829
C -0.09737 -0.16083 -1.59416 -0.1403 0.0599 0.0737
C 1.07425 -0.40455 -0.68008 0.0121 -0.0127 -0.0396
H -0.19375 1.24340 0.89227 -0.1807 0.2471 -0.0030
H -1.67995 -0.00472 1.26542 0.1320 0.0604 -0.1364
H -1.08794 1.70813 0.78958 0.0913 -0.0830 0.0139
H -2.15894 0.47806 -1.36929 0.1432 -0.0391 0.0583
H -0.03362 -0.26152 -2.67429 -0.0097 0.0110 0.1762
H 1.46796 -1.42397 -0.79764 -0.0594 0.1392 0.0162
H 1.90176 0.27567 -0.93429 -0.0930 -0.0690 0.0252

=====

[5]
14
Properties=species:S:1:pos:R:3:forces:R:3 method="wB97M-V/def2-TZVPD" homo_ev=-7.89 mol_weight_g_mol=93.1 de_lowest_kcal_mol=143.1 gap_ha=0.3119 total_energy_ev=-7819.43998
C -1.19589 1.46439 0.63361 0.1755 -0.2110 0.0096
C -0.24672 0.34401 0.29352 0.5446 0.5864 -0.0073
C -0.34870 -0.72434 -0.81765 -0.0916 0.7416 -0.4523
C 0.59787 -1.61584 0.03541 0.7380 -0.2527 0.3332
C 1.14709 -0.58009 -0.88136 0.1031 0.3102 -0.1685
N 1.16254 0.66798 -0.07045 0.7075 0.4871 -0.0004
C 0.03827 -0.83300 1.12149 -2.4313 -2.1293 1.0625
H -2.17865 1.07557 0.92153 0.2079 -0.0027 -0.0498
H -1.31447 2.13732 -0.22306 0.0560 -0.1369 0.1387
H -0.79749 2.04596 1.47248 -0.0311 -0.1136 -0.1117
H -1.08392 -1.02606 -1.55496 0.0785 -0.0219 0.3284
H 0.71860 -2.69094 -0.04605 0.1163 0.2535 0.1543
H 1.81977 -0.74028 -1.71927 -0.2159 -0.1502 0.2340
H 1.68169 0.47530 0.83476 0.0425 0.6395 -1.4707

=====

[6]
14
Properties=species:S:1:pos:R:3:forces:R:3 method="wB97M-V/def2-TZVPD" homo_ev=-9.71 mol_weight_g_mol=93.1 de_lowest_kcal_mol=40.2 gap_ha=0.3929 total_energy_ev=-7823.90545
N -0.91697 -0.03063 -1.69451 0.5660 0.1694 -1.1140
C -0.54980 0.10323 -2.80273 -0.5685 -0.1540 0.8859
C -0.94773 -0.12897 -0.26870 -0.0062 -0.0020 0.1346
C -0.36031 1.17874 0.32532 -0.0468 0.0381 0.0414
C 1.05180 0.79087 0.68424 0.0417 -0.1494 0.0221
C 1.25320 -0.52068 0.59945 0.0015 0.1540 0.0309
C 0.01545 -1.26485 0.16578 -0.0188 -0.0518 0.0396
H -1.97698 -0.30769 0.05541 0.1744 0.0326 -0.1476
H -0.40930 1.99062 -0.40898 -0.0097 -0.1437 0.1552
H -0.92820 1.50189 1.20645 0.0903 -0.0632 -0.0751
H 1.79470 1.52079 0.99210 -0.0985 -0.1271 -0.0488
H 2.18680 -1.02723 0.82558 -0.1334 0.0935 -0.0296
H 0.19960 -1.95334 -0.66648 -0.0556 0.1103 0.1697
H -0.41226 -1.85274 0.98707 0.0637 0.0932 -0.0643

=====

[7]
14
Properties=species:S:1:pos:R:3:forces:R:3 method="wB97M-V/def2-TZVPD" homo_ev=-8.16 mol_weight_g_mol=93.1 smiles="C1C[C@@H]2C[C@@]23N=C13" de_lowest_kcal_mol=134.9 gap_ha=0.3349 total_energy_ev=-7819.79620
C 1.26499 0.82601 0.26096 0.5992 -2.4016 -1.2159
C -0.07841 1.41074 0.37122 0.2946 0.9024 -1.0226
C -0.94829 0.59511 -0.53362 0.1173 -3.1617 -1.9706
C 0.24268 -1.49212 0.63980 2.0520 -1.1855 -1.1772
C -0.23589 -0.81280 -0.66539 -0.6397 0.4470 -1.1894
C 1.18907 -0.67824 -0.22526 -3.1023 0.2637 1.8402
N 2.29745 0.22949 -0.18016 0.9570 1.8513 0.1751
H -0.45890 1.41393 1.34540 -0.2007 -0.2940 1.6945
H -0.16710 2.42339 0.04177 0.4950 1.0076 -0.0017
H -1.94743 0.36772 -0.17545 -0.3206 0.6635 0.0318
H -0.97027 0.88412 -1.62240 -0.1593 0.5236 1.2977
H -0.01012 -1.28311 1.65145 -0.6910 1.2181 0.6124
H 0.50920 -2.55397 0.68528 -0.4876 0.0017 -0.7763
H -0.68697 -1.33028 -1.59360 1.0862 0.1638 1.7020

=====

[8]
14
Properties=species:S:1:pos:R:3:forces:R:3 method="wB97M-V/def2-TZVPD" homo_ev=-8.44 mol_weight_g_mol=93.1 smiles="[H]/N=C1/C[C@]1(C)C#C" de_lowest_kcal_mol=110.6 gap_ha=0.3428 total_energy_ev=-7820.85014
C -1.92540 -0.96327 -1.51131 -1.0540 -0.0485 -2.0256
C -1.18613 -0.28351 -0.85724 0.6005 -0.5828 1.5843
C 0.87444 -0.87513 0.49876 -1.3784 1.0529 -2.1316
C -0.04009 -0.40826 1.47809 -3.0921 -2.7608 -0.7524
C -0.17642 0.16993 0.07867 0.1144 -1.3527 -0.8298
C 0.31898 1.50949 -0.05535 -0.1098 4.3117 -2.5625
N 1.85394 -1.47141 0.07418 0.8343 -1.8388 3.5231
H -2.51827 -1.33896 -2.35498 0.4772 0.1519 1.1547
H -0.96366 -0.97602 1.74115 1.1969 0.0360 0.1421
H 0.35365 0.17649 2.20039 0.9231 2.0662 2.3426
H 0.29751 1.98419 -1.12801 0.6133 -1.6264 1.3782
H 1.32878 1.57312 0.33461 0.0512 0.5218 0.1618
H -0.36787 2.29388 0.33461 0.4847 -0.6115 0.8318
H 2.15054 -1.39053 -0.83357 0.3387 0.6811 -2.8166

=====

[9]
14
Properties=species:S:1:pos:R:3:forces:R:3 method="wB97M-V/def2-TZVPD" homo_ev=-7.58 mol_weight_g_mol=93.1 de_lowest_kcal_mol=125.4 gap_ha=0.2961 total_energy_ev=-7820.21033
C -0.00760 -1.39506 3.06435 -0.3481 1.0698 -2.3191
C -0.18037 -1.05179 1.90049 1.1711 1.5727 0.9304
C -0.39582 -0.31511 0.61825 -1.7058 -4.1206 1.0482
C 0.63466 1.47971 -0.66577 0.5301 0.4551 -0.9298
C -1.69815 -0.81608 -0.07829 2.0192 -3.7452 0.8949
C 1.61233 1.47576 -1.84433 -2.9524 -3.9472 -0.7307
N 0.34008 0.52433 0.03036 0.3318 0.4194 -0.0062
H 0.13249 -1.39187 4.11888 -0.0430 -0.5359 0.0351
H -2.01943 0.03656 -0.50541 -2.2848 2.7212 -1.3928
H -2.31846 -1.36856 0.66804 0.0947 1.1917 -0.5019
H -1.61637 -1.60917 -0.91448 0.6273 1.2602 1.1263
H 2.37931 2.04009 -1.52853 3.1948 1.7610 1.0695
H 1.21365 2.00879 -2.71301 -0.2768 -0.2322 0.2642
H 1.92369 0.38239 -2.15056 -0.3583 2.1300 0.5118

=====

[10]
14
Properties=species:S:1:pos:R:3:forces:R:3 method="wB97M-V/def2-TZVPD" homo_ev=-7.28 mol_weight_g_mol=93.1 de_lowest_kcal_mol=118.5 gap_ha=0.3021 total_energy_ev=-7820.50696
C 2.07437 -0.09464 0.27492 0.8111 -0.7067 0.6945
C 1.43172 -1.07275 0.54466 0.2307 0.0492 0.1041
C -0.68460 2.59995 -0.81819 -0.3717 0.8978 0.1335
C 0.24384 -1.90335 0.55576 0.0178 -0.2098 0.0457
C -0.89913 -0.92545 0.20795 -0.1862 0.1600 0.2782
C -0.32808 0.18578 -0.59484 -1.0302 -0.2586 -0.7084
N -0.62771 1.35325 -0.60457 0.4308 -0.4696 -0.3724
H 2.84099 0.61532 0.16746 0.2483 0.5538 -0.2178
H -1.40541 2.98576 -1.51629 -0.2001 0.0444 -0.1071
H -0.04309 3.27889 -0.28503 0.1854 0.0339 0.1556
H 0.34067 -2.68526 -0.19984 -0.0387 -0.0160 0.0615
H 0.08820 -2.37238 1.52833 -0.0630 -0.0500 -0.1162
H -1.67193 -1.41213 -0.38956 -0.0274 0.0429 0.0371
H -1.35984 -0.55299 1.12923 -0.0067 -0.0711 0.0118